57
Properties=species:S:1:pos:R:3:nbo_charge:R:1 method="wB97M-V/def2-TZVPD" lumo_energy_ev="2.74 / 2.72" homo_ev="-0.839 / -0.808" orbital_gap_ev="3.576 / 3.529" charge=-1 spin_multiplicity=1
Ga -0.42393 0.03164 0.61910 1.072
Cl -2.37356 0.32874 1.64947 -0.635
N 0.09152 2.01631 0.31317 -0.646
N -0.00598 -2.03447 0.55705 -0.635
C -0.85558 2.84689 -0.13808 0.680
C -0.81848 -2.90998 -0.04153 0.647
C 1.11818 2.88450 1.01068 0.060
C 0.35222 4.20030 1.14538 -0.081
C 2.32725 3.01300 0.12092 -0.613
C 1.55131 2.33684 2.33955 -0.599
H 2.02583 3.07061 -0.92411 0.217
H 2.99497 2.15929 0.25002 0.220
H 2.87375 3.92178 0.38258 0.196
H 0.71622 2.40213 3.04392 0.224
H 2.41254 2.87077 2.77474 0.203
H 1.88989 1.29957 2.22348 0.247
C 0.81986 -2.84255 1.51977 0.069
C 0.61502 -4.25890 1.00186 -0.083
C 0.26481 -2.82323 2.94420 -0.625
C 2.24981 -2.35773 1.48336 -0.610
H 2.62321 -2.38023 0.46114 0.213
H 2.88017 -3.00915 2.09051 0.199
H 2.36007 -1.34416 1.86887 0.237
H -0.81786 -3.05508 2.93177 0.214
H 0.37770 -1.83782 3.37231 0.256
H 0.83618 -3.50343 3.62017 0.200
O -0.58593 -4.19490 0.20184 -0.485
H 0.43679 -4.98554 1.80528 0.193
H 1.46737 -4.59553 0.38838 0.177
O -0.72309 4.12778 0.17365 -0.483
H 0.95480 5.09416 0.95408 0.191
H -0.11442 4.29729 2.14330 0.191
C -1.99230 2.43214 -0.98604 -0.505
C -1.91470 -2.55406 -0.96886 -0.488
C -1.61898 -1.29351 -1.73362 -0.099
H -2.83519 -2.41977 -0.37649 0.243
H -2.09310 -3.39240 -1.64716 0.232
C -1.95867 -0.06401 -1.13923 -0.400
C -1.67370 1.17648 -1.74419 -0.107
H -2.67941 -0.07595 -0.28541 0.251
C -0.99091 1.17721 -2.94452 0.014
C -0.67715 -0.04366 -3.54759 -0.363
C -0.58128 2.46041 -3.58939 -0.628
C -0.93474 -1.27080 -2.93395 0.003
H -0.15839 -0.03601 -4.51146 0.184
C -0.45885 -2.54070 -3.55852 -0.627
H -0.04880 -2.34397 -4.54812 0.206
H -1.24060 -3.29227 -3.67278 0.200
H 0.34008 -2.99888 -2.97140 0.204
H -1.38848 3.18979 -3.67169 0.200
H -0.20355 2.27561 -4.59510 0.207
H 0.23024 2.94540 -3.04009 0.202
H -2.25632 3.24914 -1.66111 0.235
H -2.84385 2.26014 -0.31747 0.268
Se 0.02044 0.09435 5.68158 -0.262
C 0.12289 0.20732 3.84933 0.184
N 0.31467 0.08910 2.62643 -0.760



10
Properties=species:S:1:pos:R:3:nbo_charge:R:1 method="wB97M-V/def2-TZVPD" lumo_energy_ev="-5.31 / -7.37" homo_ev="-12.351 / -14.527" orbital_gap_ev="7.044 / 7.158" charge=+1 s2=2.042 spin_multiplicity=3
C -0.01759 1.51373 -0.44701 0.164
N 0.66873 0.45657 -0.24629 -0.179
N -1.24037 1.71231 0.07514 -0.079
N 0.99827 -0.39391 0.56064 0.163
N -2.19657 1.07638 0.37928 -0.121
N 1.26145 -1.61278 0.32250 -0.463
I -2.59446 -0.86318 -0.16963 0.425
H 0.40489 2.33756 -1.00855 0.255
H 1.07741 -2.07897 -0.56301 0.403
H 1.63826 -2.14771 1.09694 0.432



100
Properties=species:S:1:pos:R:3:mulliken_charge:R:1 method="wB97M-V/def2-TZVPD" lumo_energy_ev=0.40 homo_ev=-10.360 orbital_gap_ev=10.764 charge=0 spin_multiplicity=1 smiles="O=COCCN(CC(=O)O)S(=O)(=O)F.C[C@@H]1COC(=O)O1.C[C@@H]1COC(=O)O1.C[C@@H]1COC(=O)O1.C[C@@H]1COC(=O)O1.C[C@@H]1COC(=O)O1.C[C@@H]1COC(=O)O1"
O 3.09198 -3.12671 -1.36399 -0.415
C 4.15834 -2.73786 -1.82733 0.092
O 4.43667 -1.43892 -2.11175 -0.304
C 4.72331 -0.66232 -0.92944 -0.222
C 4.08219 0.70302 -1.15171 -0.862
N 4.96332 1.85664 -0.77006 -0.029
C 5.58332 1.68444 0.55690 -0.358
C 6.45981 2.89567 0.87894 0.137
O 6.36590 3.54638 1.91438 -0.558
O 7.36216 3.17750 -0.11105 -0.425
S 3.97929 3.21870 -0.66086 1.092
O 4.68515 4.36330 -1.15651 -0.634
O 3.35835 3.34111 0.62494 -0.563
F 2.83847 2.91086 -1.68663 -0.085
H 4.97158 -3.43244 -2.07890 0.394
H 4.22929 -1.13887 -0.05673 0.480
H 5.80025 -0.62324 -0.78523 0.249
H 3.88395 0.78571 -2.21693 0.523
H 3.11553 0.72585 -0.66633 0.352
H 4.86718 1.51326 1.35633 0.256
H 6.26023 0.83488 0.55559 0.670
H 7.02437 3.91362 -0.63830 0.347
C 6.27523 7.52810 1.57087 -1.387
C 7.74818 7.20855 1.59609 0.516
C 8.66085 8.38945 1.36820 -0.517
O 9.82000 7.76581 0.80095 -0.338
C 9.40581 6.63062 0.17918 0.572
O 10.07951 5.97186 -0.54095 -0.527
O 8.11445 6.35973 0.49569 -0.209
H 5.68803 6.61042 1.59938 0.267
H 6.00168 8.14697 2.42543 0.394
H 6.00754 8.05372 0.65293 0.355
H 8.00133 6.68228 2.52049 0.243
H 8.91718 8.91626 2.28423 0.317
H 8.26058 9.10124 0.64202 0.306
C -1.66630 0.03322 2.23118 -1.353
C -0.61550 -0.88921 1.66164 1.125
C -0.04186 -1.87928 2.64346 -0.265
O 1.27721 -2.10456 2.09967 -0.382
C 1.62255 -0.99691 1.42453 0.468
O 2.72515 -0.76550 1.00451 -0.555
O 0.57632 -0.15972 1.27949 -0.353
H -1.93237 0.80625 1.50959 0.407
H -2.56037 -0.52578 2.49107 0.071
H -1.29879 0.54070 3.12336 0.406
H -0.99300 -1.39683 0.77159 -0.270
H -0.60527 -2.80670 2.69260 0.153
H 0.06876 -1.46771 3.64891 0.374
C -0.20223 -5.00038 -4.29094 -1.456
C -1.14390 -4.26957 -3.36890 0.531
C -0.81415 -2.81413 -3.15250 -0.427
O -1.36865 -2.58089 -1.84299 -0.238
C -1.35663 -3.76278 -1.18620 0.612
O -1.58352 -3.89313 -0.02357 -0.509
O -1.05894 -4.77890 -2.02244 -0.378
H -0.41788 -6.06867 -4.28720 0.378
H -0.29690 -4.62635 -5.31005 0.388
H 0.83050 -4.87868 -3.96323 0.310
H -2.17670 -4.39634 -3.70725 0.259
H -1.27008 -2.15962 -3.89166 0.290
H 0.25192 -2.62156 -3.11375 0.222
C -3.91097 -5.25063 2.23407 -1.280
C -4.43712 -4.27932 3.25329 0.518
C -5.41951 -3.27866 2.70018 0.012
O -5.23258 -2.16178 3.58438 -0.349
C -3.96565 -2.22523 4.05910 0.663
O -3.42383 -1.34870 4.65713 -0.558
O -3.38989 -3.40945 3.73750 -0.314
H -3.10185 -5.84724 2.65488 0.404
H -4.69640 -5.92219 1.88759 0.403
H -3.50071 -4.71127 1.38133 0.131
H -4.85049 -4.80923 4.11747 0.260
H -6.43969 -3.62464 2.72568 -0.095
H -5.17377 -2.95850 1.68566 0.287
C -1.74408 4.02060 -4.75905 -1.478
C -0.67867 3.04380 -4.33123 0.558
C 0.72588 3.41141 -4.74425 -0.453
O 1.35745 2.12502 -4.82340 -0.305
C 0.39297 1.21654 -5.10987 0.646
O 0.60042 0.09227 -5.42936 -0.547
O -0.83834 1.77347 -4.99276 -0.370
H -2.73504 3.61913 -4.54987 0.358
H -1.63062 4.96706 -4.23110 0.379
H -1.69250 4.20597 -5.83269 0.359
H -0.73923 2.86817 -3.25332 0.254
H 1.23303 4.04496 -4.02187 0.299
H 0.77044 3.88008 -5.73010 0.303
C -11.81044 -3.72415 3.04925 -1.478
C -10.31012 -3.83669 2.95875 0.539
C -9.58414 -2.52912 2.75274 -0.503
O -8.39220 -2.95287 2.07268 -0.355
C -8.69625 -4.09776 1.40426 0.639
O -7.98673 -4.61120 0.60340 -0.520
O -9.90955 -4.56509 1.78216 -0.350
H -12.26643 -4.71336 3.05569 0.362
H -12.10181 -3.19790 3.95782 0.382
H -12.21228 -3.19063 2.18712 0.354
H -9.91928 -4.37162 3.82915 0.268
H -9.33587 -2.02609 3.68408 0.335
H -10.12451 -1.83779 2.10274 0.301



30
Properties=species:S:1:pos:R:3:nbo_charge:R:1 method="wB97M-V/def2-TZVPD" lumo_energy_ev=-0.61 homo_ev=-9.057 orbital_gap_ev=8.443 charge=0 spin_multiplicity=1 smiles="C[C@H](Br)C[C@H](C#N)[C@@](C#N)(P(N)O)P(=N)(O)O"
C 2.95887 -0.19347 1.82715 -0.653
C 1.71408 -1.25262 1.55708 -0.235
Br 2.28030 -2.95318 2.53756 -0.032
C 1.48890 -1.68599 0.01659 -0.470
C 0.37629 -0.90524 -0.86325 -0.310
C 1.17216 0.05222 -1.98138 0.232
N 1.43303 1.01995 -2.83655 -0.289
C -0.83570 -0.15861 -0.08492 -0.770
C -1.61269 -1.33375 0.81870 0.242
N -2.08176 -2.08364 1.77964 -0.265
P -0.41677 1.41728 0.88519 1.237
N -1.94123 2.41096 0.93309 -1.124
O 0.72533 2.45961 0.09153 -0.966
P -2.15291 0.30779 -1.44450 2.106
N -1.78048 1.65196 -2.26108 -1.268
O -3.69423 0.40167 -0.57986 -0.935
O -2.36928 -0.95895 -2.64069 -1.003
H 2.90697 0.05663 2.99329 0.240
H 3.99026 -0.75331 1.63814 0.239
H 2.85958 0.81996 1.25284 0.203
H 0.78381 -0.87273 2.15077 0.253
H 1.25913 -2.85624 -0.04387 0.265
H 2.53446 -1.56223 -0.54650 0.250
H -0.14158 -1.74212 -1.54354 0.303
H -1.66202 3.37676 0.59980 0.408
H -2.32341 2.44932 1.90476 0.407
H 1.61398 2.02624 -0.06406 0.515
H -0.86044 2.00470 -1.92059 0.381
H -4.14428 -0.50984 -0.60934 0.505
H -2.08037 -0.63312 -3.56601 0.534